i) C6H8O4 as an isolated structure, computed with ωB97M-V/def2-TZVPD.

```
18
C6H8O4, DFT ωB97M-V/def2-TZVPD
O 0.8791 -1.9916 -5.3962
C 1.5893 -1.9917 -4.4262
C 2.4299 -0.8752 -3.8637
C 2.5173 -1.1958 -2.3655
C 3.6019 -0.5266 -1.5761
O 2.6465 0.5022 -1.4671
C 2.5699 -2.7301 -2.2892
C 1.6797 -3.1806 -3.4188
O 1.0400 -4.1932 -3.5214
H 3.4243 -0.9376 -4.3359
H 2.0153 0.1164 -4.0768
H 3.8193 -1.0048 -0.6099
H 4.4716 -0.2142 -2.1637
H 3.5841 -3.1084 -2.5029
H 2.2613 -3.1279 -1.3148
O 0.7851 -0.8777 -1.8966
H 1.4561 0.3155 -1.3152
H 0.5785 -1.3574 -1.0882
```

natural (NBO) population analysis, charges in e, atoms 1 to 4: atom 1 (O): -0.454, atom 2 (C): 0.497, atom 3 (C): -0.584, atom 4 (C): 0.433

ii) C6H8O4 as an isolated structure, computed with ωB97M-V/def2-TZVPD.

```
18
C6H8O4, DFT ωB97M-V/def2-TZVPD
O 2.6829 0.6020 0.5541
C 1.6128 0.2650 0.1291
C 1.0102 -1.1440 0.2324
C -0.4517 -0.9265 0.5023
C -0.9909 -0.2291 1.7159
C -0.7970 0.5361 0.4413
C -1.8107 0.1195 -0.6157
O -1.4667 -1.2805 -0.4311
O 0.3266 1.3299 0.2304
H 1.1487 -1.6533 -0.7308
H 1.5327 -1.7031 1.0173
H -1.9994 -0.4589 2.0644
H -0.2617 -0.0136 2.4978
H -2.8717 0.3232 -0.4173
H -1.5287 0.4539 -1.6225
O 1.7285 1.3321 -1.8418
H 0.7875 1.8049 -1.3298
H 1.3487 0.6428 -2.3961
```

natural (NBO) population analysis, charges in e, atoms 1 to 4: atom 1 (O): -0.501, atom 2 (C): 0.850, atom 3 (C): -0.564, atom 4 (C): 0.223

Order from most stable to least stable according to the calculation: ii), i)

i) A 2-piece molecular cluster, CH5NOP2 overall, computed with ωB97M-V/def2-TZVPD.

Computed properties:
Structure (SMILES): P=[PH3].N=C=O

```
10
CH5NOP2, DFT ωB97M-V/def2-TZVPD
P -1.0546 -1.0364 2.1893
P 0.2389 0.4654 1.6681
H -2.2232 -0.5056 1.8012
H 0.8449 1.7014 1.9722
H 1.4016 -0.2875 1.7817
H 0.4780 0.6300 0.2256
N -0.2711 -0.2828 -1.7656
C 0.1173 -0.0638 -2.8543
O 0.2933 0.2007 -3.9540
H 0.1749 -0.8215 -1.0641
```

natural (NBO) population analysis, charges in e, atoms 1 to 4: atom 1 (P): -0.296, atom 2 (P): 0.327, atom 3 (H): -0.024, atom 4 (H): -0.007

ii) A 2-piece molecular cluster, CH5NOP2 overall, computed with ωB97M-V/def2-TZVPD.

```
10
CH5NOP2, DFT ωB97M-V/def2-TZVPD
C -0.2971 1.2624 0.4664
N 0.5656 -1.6732 -1.7560
O 0.5036 0.4484 -0.3544
P 1.1488 -3.0495 -2.1539
P -0.5300 -0.6146 -1.1418
H 0.1680 2.3064 0.3199
H -0.2901 0.8717 1.5880
H -1.3696 0.9746 0.1558
H 2.3157 -2.6144 -2.7427
H -1.1292 -1.4515 0.8869
```

natural (NBO) population analysis, charges in e, atoms 1 to 4: atom 1 (C): -0.281, atom 2 (N): -1.288, atom 3 (O): -0.813, atom 4 (P): 0.949

Order from most stable to least stable according to the calculation: i), ii)

i) A 2-piece molecular cluster, C4H11NO overall, computed with ωB97M-V/def2-TZVPD.

Computed properties:
Net charge: +1
Multiplicity: 2

```
17
C4H11NO, DFT ωB97M-V/def2-TZVPD
C 0.5282 2.0692 -1.0284
C 0.4608 1.7578 0.4868
O 1.3026 2.2546 1.2034
N -0.6422 1.1675 0.8854
H 1.0873 3.0352 -1.0453
H -0.3862 2.3236 -1.5874
H -0.9048 1.0147 1.8219
H -1.2973 0.8876 0.1483
H 0.9608 1.3882 -1.6809
C -0.7391 -2.4610 -0.6789
C -0.4927 -3.9566 -0.4865
H -1.4154 -2.1259 -1.4209
H -1.2479 -2.1410 0.2133
H 0.2155 -2.0272 -0.7759
H 0.4447 -4.4414 -0.9193
H -0.5727 -4.1197 0.6295
H -1.3527 -4.4600 -0.9656
```

natural (NBO) population analysis, charges in e, atoms 1 to 4: atom 1 (C): -0.681, atom 2 (C): 0.634, atom 3 (O): -0.021, atom 4 (N): -0.678

ii) An isolated ion of composition C4H11NO and charge +1, computed with ωB97M-V/def2-TZVPD.

Computed properties:
Net charge: +1
Multiplicity: 2

```
17
C4H11NO, DFT ωB97M-V/def2-TZVPD
C -0.9052 -0.3094 -1.6458
O -0.9012 1.0343 -2.1153
C 0.3072 -0.7561 -0.8299
C 0.9464 0.3183 0.0581
C 0.0696 0.6075 1.3189
N 0.2117 -0.4448 2.2641
H -0.9719 -0.9254 -2.5062
H -1.8624 -0.4616 -1.1322
H -0.5009 1.6002 -1.4477
H 1.0907 -0.9496 -1.5775
H 0.1758 -1.7229 -0.3431
H 1.0690 1.2356 -0.5232
H 1.9726 0.0374 0.2576
H 0.3255 1.5502 1.8003
H -0.9834 0.6488 0.9995
H -0.4022 -1.2610 2.1781
H 0.3587 -0.2015 3.2441
```

natural (NBO) population analysis, charges in e, atoms 1 to 4: atom 1 (C): -0.078, atom 2 (O): -0.679, atom 3 (C): -0.455, atom 4 (C): -0.390

iii) A 2-piece molecular cluster, C4H11NO overall, computed with ωB97M-V/def2-TZVPD.

Computed properties:
Net charge: +1
Multiplicity: 2

```
17
C4H11NO, DFT ωB97M-V/def2-TZVPD
C 1.7646 0.9545 4.8023
C 0.6517 1.0217 3.8571
C -0.4560 1.8411 4.0462
H 2.2364 -0.0215 4.6802
H 2.4031 1.8432 4.6494
H 1.5853 0.9434 5.8848
H 0.7759 0.3975 2.9783
H -1.3444 1.7960 3.4267
H -0.5011 2.5168 4.8902
N -1.8340 -1.0525 -3.7054
C -0.6109 -0.8412 -4.4114
O 0.4802 -1.6421 -3.8782
H -2.2686 -1.9660 -3.8252
H -1.7346 -1.0683 -2.6882
H -0.6570 -1.1598 -5.4449
H -0.3557 0.2134 -4.3322
H 0.9095 -1.0880 -3.2428
```

natural (NBO) population analysis, charges in e, atoms 1 to 4: atom 1 (C): -0.742, atom 2 (C): 0.149, atom 3 (C): -0.020, atom 4 (H): 0.275

Order from most stable to least stable according to the calculation: ii), i), iii)

i) A 2-piece molecular cluster, C3H6O2Si overall, computed with ωB97M-V/def2-TZVPD.

Computed properties:
Structure (SMILES): O=[Si]1CO1.C=C

```
12
C3H6O2Si, DFT ωB97M-V/def2-TZVPD
O -2.8046 -1.9648 -0.2181
Si -2.7236 -0.4786 -0.2355
C -2.9660 1.2213 -0.6873
O -2.7382 0.8650 0.7569
H -4.0223 1.4831 -0.9965
H -2.1464 1.8790 -1.1387
C 1.1396 -1.6948 0.7086
C 1.4212 -0.6595 -0.0400
H 0.3487 -2.3988 0.4059
H 1.6161 -1.8772 1.6397
H 1.9485 0.2537 0.3110
H 0.9543 -0.3985 -1.0566
```

natural (NBO) population analysis, charges in e, atoms 1 to 4: atom 1 (O): -1.145, atom 2 (Si): 2.127, atom 3 (C): -0.587, atom 4 (O): -0.846

ii) A single C3H6O2Si molecule, computed with ωB97M-V/def2-TZVPD.

```
12
C3H6O2Si, DFT ωB97M-V/def2-TZVPD
C -1.4981 -0.1426 2.1170
C 0.0732 -0.4052 -0.8653
C -0.7384 0.7984 1.2829
O -0.2999 0.6164 2.5433
O 0.1341 0.2097 0.3186
Si 1.3852 0.2697 -2.1281
H -2.4056 0.0481 2.5604
H -1.1217 -1.1423 1.9850
H -0.7304 -1.1084 -0.9148
H 2.1566 -0.9323 -2.0001
H 2.1703 1.2781 -1.4644
H 0.8748 0.5104 -3.4346
```

natural (NBO) population analysis, charges in e, atoms 1 to 4: atom 1 (C): -0.202, atom 2 (C): -0.165, atom 3 (C): 0.431, atom 4 (O): -0.464

Order from most stable to least stable according to the calculation: i), ii)

i) A single H3N3O3 molecule, computed with ωB97M-V/def2-TZVPD.

Computed properties:
Structure (SMILES): NN(O)[N+](=O)[O-]

```
9
H3N3O3, DFT ωB97M-V/def2-TZVPD
N -0.4123 0.4904 1.0065
N 0.1949 0.3539 -0.3176
O 1.5117 0.7147 -0.2142
N -0.2043 -0.8078 -0.9311
O -1.3200 -1.2132 -0.6630
O 0.5219 -1.2397 -1.7786
H -1.2018 -0.1538 1.1811
H -0.7901 1.4262 1.0215
H 1.7000 0.4294 0.6956
```

natural (NBO) population analysis, charges in e, atoms 1 to 4: atom 1 (N): -0.706, atom 2 (N): 0.107, atom 3 (O): -0.487, atom 4 (N): 0.606

ii) H3N3O3 as an isolated structure, computed with ωB97M-V/def2-TZVPD.

```
9
H3N3O3, DFT ωB97M-V/def2-TZVPD
N 0.8500 1.0794 0.6773
N -0.3111 1.0116 0.9642
N 1.2327 -0.5545 -0.0871
O 2.2469 -0.6145 -0.7507
O -1.0102 -0.4779 -1.3489
O 0.2037 -1.1613 -0.0225
H -0.8180 0.1625 0.7723
H -0.8012 1.7817 1.3596
H -1.5927 -1.2271 -1.5642
```

natural (NBO) population analysis, charges in e, atoms 1 to 4: atom 1 (N): 0.010, atom 2 (N): -0.351, atom 3 (N): 0.517, atom 4 (O): -0.341

Order from most stable to least stable according to the calculation: i), ii)

i) C5H13NOP as an isolated structure, computed with ωB97M-V/def2-TZVPD.

Computed properties:
Net charge: +1

```
21
C5H13NOP, DFT ωB97M-V/def2-TZVPD
C 1.0951 1.0219 -0.3015
C 0.7013 0.3714 1.1417
C -0.1394 1.0597 -1.2375
C -0.0706 -0.9438 0.7167
C -1.1198 -0.4143 -0.2028
N 0.8677 -1.8305 -0.0476
O -1.6094 -1.4672 -0.9297
P -2.4213 0.6771 0.7840
H 1.4783 1.9749 -0.1234
H 1.9689 0.2748 -0.7173
H 1.6426 0.1601 1.7661
H 0.0563 0.9512 1.7260
H -0.6505 2.0196 -1.0646
H 0.0989 0.8297 -2.2382
H -0.6301 -1.4736 1.5045
H 1.4064 -1.1129 -0.5887
H 0.3806 -2.6465 -0.3957
H 1.5743 -2.2259 0.6379
H -2.6298 -1.1872 -1.1295
H -3.4634 0.6030 -0.1240
H -2.0454 1.8765 0.5516
```

natural (NBO) population analysis, charges in e, atoms 1 to 4: atom 1 (C): -0.387, atom 2 (C): -0.414, atom 3 (C): -0.414, atom 4 (C): -0.159

ii) An isolated ion of composition C5H13NOP and charge +1, computed with ωB97M-V/def2-TZVPD.

Computed properties:
Net charge: +1
Structure (SMILES): [NH3+][C@H]1CCC[C@]1(O)P

```
21
C5H13NOP, DFT ωB97M-V/def2-TZVPD
N -0.4445 2.0713 -0.1305
C 0.1310 0.7528 -0.4236
C 1.5901 0.4143 -0.1361
C 1.4986 -1.2160 -0.1568
C 0.0482 -1.5314 0.1554
C -0.7848 -0.2298 0.3227
O -1.0073 0.1420 1.6237
P -2.5358 0.0505 -0.3281
H -1.2761 2.3200 -0.7581
H 0.3190 2.7078 -0.0243
H -0.8674 2.1662 0.9242
H 0.0304 0.5634 -1.5363
H 1.7881 0.6550 0.9712
H 2.3901 0.8108 -0.8112
H 1.7132 -1.6553 -1.0862
H 2.2436 -1.5902 0.4730
H -0.4590 -2.1894 -0.5688
H -0.0856 -2.2744 1.0367
H -0.2853 -0.2652 2.0996
H -3.3266 -0.9276 0.1573
H -2.5930 -0.7026 -1.4923
```

natural (NBO) population analysis, charges in e, atoms 1 to 4: atom 1 (N): -0.723, atom 2 (C): -0.119, atom 3 (C): -0.430, atom 4 (C): -0.396

Order from most stable to least stable according to the calculation: ii), i)

i) A single CFNO4 molecule, computed with ωB97M-V/def2-TZVPD.

Computed properties:
Structure (SMILES): O=C(F)O[N+](=O)[O-]

```
7
CFNO4, DFT ωB97M-V/def2-TZVPD
O 2.3098 -0.4099 -0.1828
C 1.1885 -0.1321 0.0304
F 0.7981 0.8547 0.8463
O 0.0991 -0.5489 -0.6238
N -1.2778 0.0270 -0.1051
O -1.4253 -0.3850 0.9519
O -1.7190 0.8073 -0.8168
```

natural (NBO) population analysis, charges in e, atoms 1 to 4: atom 1 (O): -0.524, atom 2 (C): 1.039, atom 3 (F): -0.341, atom 4 (O): -0.487

ii) A single CFNO4 molecule, computed with ωB97M-V/def2-TZVPD.

Computed properties:
Structure (SMILES): O=C(F)O[N+](=O)[O-]

```
7
CFNO4, DFT ωB97M-V/def2-TZVPD
O 0.7510 -0.1339 -2.2836
C 0.6151 0.1120 -1.1194
F 1.3271 1.0606 -0.5640
O -0.2988 -0.5050 -0.2259
N -0.6723 -0.2253 1.2350
O 0.1670 -0.4254 1.9718
O -1.7586 0.1949 1.1758
```

natural (NBO) population analysis, charges in e, atoms 1 to 4: atom 1 (O): -0.527, atom 2 (C): 1.057, atom 3 (F): -0.308, atom 4 (O): -0.529

Order from most stable to least stable according to the calculation: i), ii)

i) A single C20H21FN2O3 molecule, computed with ωB97M-V/def2-TZVPD.

Computed properties:
Structure (SMILES): O=C(CN1CCc2cc3c(cc2C1)OCCCO3)Nc1ccc(F)cc1

```
47
C20H21FN2O3, DFT ωB97M-V/def2-TZVPD
O 3.8773 2.8374 -0.2528
C 2.9703 2.2890 0.3310
C 1.7536 3.0523 0.8607
N 0.6016 2.1849 1.0001
C -0.3931 2.6498 1.9507
C -1.3092 1.4807 2.3017
C -1.8540 0.8343 1.0599
C -2.9784 0.0291 1.1197
C -3.5095 -0.5902 -0.0075
C -2.8668 -0.3971 -1.2380
C -1.7343 0.4020 -1.2887
C -1.2198 1.0249 -0.1625
C -0.0214 1.9248 -0.2871
O -3.3484 -0.8800 -2.4439
C -3.3733 -2.2810 -2.6065
C -4.1167 -3.0119 -1.4773
C -5.1670 -2.0978 -0.8475
O -4.6327 -1.3311 0.2148
N 2.8960 0.9687 0.6377
C 3.7872 -0.0616 0.3495
C 5.0212 0.1627 -0.2579
C 5.8703 -0.8976 -0.5126
C 5.4811 -2.1761 -0.1580
F 6.3118 -3.2133 -0.4054
C 4.2607 -2.4236 0.4445
C 3.4157 -1.3609 0.6960
H 2.0343 3.4379 1.8459
H 1.5758 3.9182 0.2036
H 0.1143 3.0039 2.8511
H -0.9895 3.4819 1.5414
H -2.1268 1.8230 2.9379
H -0.7376 0.7376 2.8658
H -3.4890 -0.1257 2.0578
H -1.2661 0.5452 -2.2511
H 0.7200 1.4674 -0.9495
H -0.3439 2.8713 -0.7643
H -2.3488 -2.6707 -2.6997
H -3.8892 -2.4267 -3.5591
H -3.4180 -3.3140 -0.6937
H -4.5865 -3.9099 -1.8770
H -5.6102 -1.4424 -1.6079
H -5.9610 -2.6833 -0.3782
H 2.0240 0.7086 1.0926
H 5.3045 1.1661 -0.5276
H 6.8283 -0.7397 -0.9814
H 3.9858 -3.4325 0.7082
H 2.4576 -1.5348 1.1643
```

natural (NBO) population analysis, charges in e, atoms 1 to 4: atom 1 (O): -0.608, atom 2 (C): 0.674, atom 3 (C): -0.307, atom 4 (N): -0.461

ii) A single C20H21FN2O3 molecule, computed with ωB97M-V/def2-TZVPD.

Computed properties:
Structure (SMILES): COc1ccc(NC(=O)N2CCC(C(=O)c3ccc(F)cc3)CC2)cc1

```
47
C20H21FN2O3, DFT ωB97M-V/def2-TZVPD
C -4.8637 0.3558 7.5283
O -4.0969 -0.7414 7.0993
C -3.5022 -0.6748 5.8706
C -3.5873 0.4003 4.9952
C -2.9435 0.3647 3.7701
C -2.2014 -0.7470 3.3944
N -1.5271 -0.8519 2.1731
C -1.4564 0.0731 1.1604
O -1.9508 1.1831 1.2171
N -0.7816 -0.3498 0.0438
C -0.0826 -1.6145 -0.0720
C 0.4531 -1.8028 -1.4872
C 1.4330 -0.6949 -1.8880
C 1.4950 -0.5717 -3.4050
O 0.6674 -1.0881 -4.1216
C 2.5975 0.2453 -3.9811
C 2.5742 0.4526 -5.3627
C 3.5537 1.1919 -5.9924
C 4.5705 1.7293 -5.2217
F 5.5343 2.4519 -5.8187
C 4.6250 1.5428 -3.8507
C 3.6370 0.7999 -3.2338
C 0.9823 0.6593 -1.2938
C -0.5110 0.6274 -0.9921
C -2.1171 -1.8262 4.2750
C -2.7565 -1.7918 5.4938
H -4.2585 1.2652 7.6053
H -5.2358 0.0875 8.5160
H -5.7119 0.5404 6.8608
H -4.1545 1.2814 5.2500
H -3.0150 1.2037 3.0993
H -1.0532 -1.7314 2.0457
H 0.7557 -1.6626 0.6417
H -0.7705 -2.4420 0.1420
H -0.3789 -1.8125 -2.1924
H 0.9471 -2.7734 -1.5532
H 2.4314 -0.9438 -1.5197
H 1.7647 0.0174 -5.9292
H 3.5415 1.3562 -7.0580
H 5.4344 1.9772 -3.2854
H 3.6895 0.6609 -2.1662
H 1.1950 1.4744 -1.9867
H 1.5211 0.8577 -0.3652
H -0.8550 1.5924 -0.6139
H -1.0766 0.3914 -1.8998
H -1.5444 -2.7013 3.9989
H -2.6938 -2.6241 6.1767
```

natural (NBO) population analysis, charges in e, atoms 1 to 4: atom 1 (C): -0.251, atom 2 (O): -0.496, atom 3 (C): 0.277, atom 4 (C): -0.304

Order from most stable to least stable according to the calculation: ii), i)